[1]
ORCA calculation (ωB97M-V/def2-TZVPD) on C6H8N2O in the gas phase at a distorted geometry.

```
17
C6H8N2O, DFT ωB97M-V/def2-TZVPD
C 1.03 -0.07 -1.69
C 0.30 -0.74 -0.57
C -0.16 0.19 0.52
C -0.10 -0.11 2.01
C 1.14 0.23 2.82
N 2.11 0.45 3.46
N -1.06 -0.41 -0.40
C -1.84 0.29 -1.37
O -2.12 -0.13 -2.52
H 1.17 1.12 -1.54
H 2.13 -0.54 -1.73
H 0.45 -0.22 -2.81
H 0.58 -1.70 -0.30
H -0.06 1.25 0.47
H -0.93 0.29 2.54
H -0.36 -1.18 2.01
H -2.29 1.26 -0.88
```

Results
HOMO energy ... -10.3 eV
M ... 124.14 g mol⁻¹
Lowest unoccupied orbital energy ... 0.584 eV
E_tot ... -418.0718 Ha
Frontier orbital gap ... 10.917 eV

Atomic partial charges in e from the Mulliken method, atoms 1 to 8: C -1.220; C 0.024; C 0.024; C -0.885; C 0.281; N -0.417; N -0.218; C 0.148

[2]
ORCA calculation (ωB97M-V/def2-TZVPD) on C6H8N2O in the gas phase at a distorted geometry.

```
17
C6H8N2O, DFT ωB97M-V/def2-TZVPD
H -2.09 -1.18 2.45
N -1.32 -0.52 2.50
C -0.78 -0.23 1.28
C -0.93 -1.13 0.15
C -0.53 -1.49 -1.10
O 0.45 -0.81 -1.83
C 0.36 0.39 -1.11
C 1.18 1.65 -1.19
C 1.11 0.57 0.01
N 0.06 0.94 1.00
H -1.35 -2.16 0.33
H -0.60 -2.44 -1.52
H -0.74 0.53 -0.73
H 2.24 1.64 -1.46
H 0.82 2.60 -1.11
H 2.04 0.07 0.39
H 0.08 1.57 1.94
```

Results
HOMO energy ... -8.9 eV
M ... 124.14 g mol⁻¹
Lowest unoccupied orbital energy ... 0.434 eV
E_tot ... -417.9729 Ha
Frontier orbital gap ... 9.367 eV

Atomic partial charges in e from the Mulliken method, atoms 1 to 8: H 0.246; N -0.764; C 0.484; C -0.532; C -0.238; O -0.446; C 0.241; C -0.987

[3]
ORCA calculation (ωB97M-V/def2-TZVPD) on C6H8N2O in the gas phase at a distorted geometry.

```
17
C6H8N2O, DFT ωB97M-V/def2-TZVPD
C -2.40 -0.55 0.88
C -1.31 0.22 0.24
C -1.29 1.58 -0.34
N -0.10 1.93 -0.79
N 0.65 0.89 -0.70
C -0.05 -0.19 0.04
O 0.86 -1.16 0.29
C 2.14 -0.75 -0.18
C 2.04 0.69 -0.84
H -2.56 -1.61 0.56
H -2.21 -0.53 1.87
H -3.39 -0.11 0.63
H -2.19 2.14 -0.31
H 2.62 -1.36 -1.07
H 2.91 -0.90 0.60
H 2.80 1.29 -0.22
H 2.39 0.74 -2.03
```

Results
HOMO energy ... -8.3 eV
M ... 124.14 g mol⁻¹
Lowest unoccupied orbital energy ... 0.851 eV
E_tot ... -418.0821 Ha
Frontier orbital gap ... 9.171 eV

Atomic partial charges in e from the Mulliken method, atoms 1 to 8: C -1.215; C 0.306; C -0.341; N -1.151; N 0.939; C 0.174; O -0.440; C -0.331

[4]
ORCA calculation (ωB97M-V/def2-TZVPD) on 2 unconnected molecules or ions with the total composition C6H8N2O2 at a distorted geometry.

```
18
C6H8N2O2, DFT ωB97M-V/def2-TZVPD
O 1.10 1.08 -2.98
C 0.32 0.69 -2.16
C -1.00 1.26 -1.78
C -1.68 0.66 -0.75
N -1.28 -0.57 -0.29
C -0.19 -1.26 -0.75
O 0.02 -2.44 -0.46
N 0.66 -0.58 -1.54
H -1.15 2.28 -2.24
H -2.58 1.08 -0.43
H -1.75 -1.11 0.48
H 1.63 -1.00 -1.72
C 1.54 -0.22 2.81
C 0.54 0.23 2.02
H 2.00 0.44 3.52
H 1.96 -1.16 2.60
H -0.17 1.13 2.22
H 0.02 -0.48 1.44
```

Results
HOMO energy ... -9.6 eV
M ... 140.14 g mol⁻¹
Lowest unoccupied orbital energy ... 0.335 eV
E_tot ... -493.3960 Ha
Frontier orbital gap ... 9.924 eV

Atomic partial charges in e from the Mulliken method, atoms 1 to 8: O -0.589; C 0.554; C -0.529; C -0.250; N -0.088; C 0.225; O -0.654; N -0.063

[5]
ORCA calculation (ωB97M-V/def2-TZVPD) on a molecular structure, C6H8N2O2 at a distorted geometry.

```
18
C6H8N2O2, DFT ωB97M-V/def2-TZVPD
C 3.29 2.21 -0.32
C 2.98 3.02 -1.33
C -2.97 -0.85 0.45
C -2.58 -2.31 0.35
C -1.33 -2.73 0.22
C -0.49 -0.45 0.71
H 2.88 1.23 -0.27
H 3.88 2.57 0.54
H 2.31 2.60 -2.08
H 3.40 4.02 -1.49
H -2.06 0.98 0.85
H -3.40 -3.01 0.31
H -0.98 -3.67 -0.18
H 0.83 -1.74 -0.36
N -1.84 -0.07 0.91
N -0.23 -1.79 0.47
O -4.03 -0.35 0.15
O 0.33 0.34 1.06
```

Results
HOMO energy ... -9.9 eV
M ... 140.14 g mol⁻¹
Lowest unoccupied orbital energy ... -0.150 eV
E_tot ... -493.3478 Ha
Frontier orbital gap ... 9.755 eV

Atomic partial charges in e from the Mulliken method, atoms 1 to 8: C -0.363; C -0.413; C 0.471; C -0.448; C -0.195; C 0.313; H 0.115; H 0.223

[6]
ORCA calculation (ωB97M-V/def2-TZVPD) on C6H8N2O2 in the gas phase at a distorted geometry.

```
18
C6H8N2O2, DFT ωB97M-V/def2-TZVPD
O 0.04 2.35 3.04
C 0.92 1.92 2.12
O 2.25 2.28 1.98
N 2.75 1.56 0.84
C 1.75 0.81 0.42
C 0.57 1.03 1.19
C -0.71 0.25 1.00
C -0.79 -0.30 -0.46
N 0.48 -0.99 -0.78
C 1.74 -0.18 -0.70
H 0.53 2.91 3.63
H -1.59 0.85 1.20
H -0.71 -0.58 1.70
H -0.96 0.58 -1.16
H -1.63 -1.00 -0.54
H 0.47 -1.52 -1.66
H 2.63 -0.80 -0.68
H 1.80 0.39 -1.61
```

Results
HOMO energy ... -8.7 eV
M ... 140.14 g mol⁻¹
Lowest unoccupied orbital energy ... 0.624 eV
E_tot ... -493.3553 Ha
Frontier orbital gap ... 9.334 eV

Atomic partial charges in e from the Mulliken method, atoms 1 to 8: O -0.456; C -0.077; O -0.222; N -0.667; C 0.220; C 0.727; C -0.423; C -0.656

[7]
ORCA calculation (ωB97M-V/def2-TZVPD) on 2 unconnected molecules or ions with the total composition C6H8N2O2 at a distorted geometry.

```
18
C6H8N2O2, DFT ωB97M-V/def2-TZVPD
C -0.56 -0.42 -2.03
C -0.12 -1.69 -1.61
C -0.67 -0.55 0.23
C 0.83 2.56 -1.50
C 0.65 0.35 2.04
C -0.77 -0.11 1.57
N -1.07 0.33 -0.94
N -0.24 -1.72 -0.25
O 1.31 2.43 -0.49
O 0.42 2.75 -2.53
H -0.85 -0.16 -3.04
H 0.23 -2.60 -2.21
H 1.20 0.92 1.28
H 1.33 -0.45 2.38
H 0.56 0.94 3.03
H -1.42 0.70 1.50
H -0.93 -0.79 2.37
H 0.11 -2.50 0.19
```

Results
HOMO energy (alpha / beta) ... -4.6 / -9.9 eV
M ... 140.14 g mol⁻¹
Multiplicity ... 3
Lowest unoccupied orbital energy (alpha / beta) ... 0.778 / -1.627 eV
E_tot ... -493.2675 Ha
Frontier orbital gap (alpha / beta) ... 5.340 / 8.293 eV
⟨S²⟩ ... 2.034

Atomic partial charges in e from the Mulliken method, atoms 1 to 8: C -0.172; C -0.333; C 0.039; C 0.675; C -0.927; C -0.290; N -0.508; N -0.094

[8]
ORCA calculation (ωB97M-V/def2-TZVPD) on a molecular structure, C6H8N2O2S at a distorted geometry.

```
19
C6H8N2O2S, DFT ωB97M-V/def2-TZVPD
C 0.37 -2.26 0.70
C 0.41 -0.92 0.54
C 0.43 -2.31 -0.80
C -1.17 0.65 -1.07
C -0.01 -0.13 -1.83
C -0.52 1.57 0.05
N 0.88 1.43 2.02
N 0.73 -0.89 -0.85
O 0.01 -2.99 -1.69
O 1.19 1.25 3.38
S -0.33 0.53 1.59
H 0.40 -2.91 1.50
H -1.83 1.31 -1.74
H -1.82 -0.13 -0.56
H -0.51 -0.80 -2.54
H 0.61 0.65 -2.33
H 0.50 1.83 -0.16
H -1.37 2.23 0.32
H 2.03 1.88 3.48
```

Results
HOMO energy (alpha / beta) ... -7.9 / -7.9 eV
M ... 172.21 g mol⁻¹
Lowest unoccupied orbital energy (alpha / beta) ... 0.125 / 0.125 eV
E_tot ... -891.3744 Ha
Frontier orbital gap (alpha / beta) ... 8.058 / 8.059 eV

Atomic partial charges in e from the Mulliken method, atoms 1 to 8: C -0.457; C 0.015; C 0.422; C -0.691; C -0.628; C -0.637; N -0.240; N -0.031

[9]
ORCA calculation (ωB97M-V/def2-TZVPD) on a molecular structure, C6H8N2O2S2 at a distorted geometry.

```
20
C6H8N2O2S2, DFT ωB97M-V/def2-TZVPD
C 0.09 0.92 -0.11
C -0.76 -0.03 0.20
C -0.80 0.50 -2.03
C 0.99 1.47 0.95
C -0.96 0.54 -3.58
C 0.10 -2.13 1.57
N -0.01 1.32 -1.42
N -0.47 -0.83 1.94
O 0.27 0.92 3.57
O 2.05 -0.47 2.58
S -1.69 -0.60 -1.07
S 0.79 0.23 2.41
H 1.94 1.47 0.57
H 0.77 2.41 1.45
H -1.39 -0.45 -3.91
H -1.61 1.34 -3.99
H 0.06 0.86 -3.79
H 0.97 -2.12 0.84
H 0.37 -2.65 2.57
H -0.72 -2.69 1.25
```

Results
HOMO energy ... -9.9 eV
M ... 204.28 g mol⁻¹
Lowest unoccupied orbital energy ... -0.039 eV
E_tot ... -1289.6625 Ha
Frontier orbital gap ... 9.838 eV

Atomic partial charges in e from the Mulliken method, atoms 1 to 8: C 0.008; C 0.471; C 0.578; C -0.683; C -0.898; C -0.917; N -0.614; N -0.334

[10]
ORCA calculation (ωB97M-V/def2-TZVPD) on C6H8N2O3 in the gas phase at a distorted geometry.

```
19
C6H8N2O3, DFT ωB97M-V/def2-TZVPD
N 0.10 1.96 -0.14
C 0.20 0.98 0.82
C 1.49 0.16 1.12
C 2.04 -0.66 0.18
C 1.38 -0.78 -1.08
C 0.06 -0.82 -1.14
C -0.91 -0.74 -0.06
O -0.97 -1.62 0.96
N -1.94 0.12 -0.19
O -2.05 1.03 -1.05
O -2.82 -0.06 0.62
H -0.84 2.45 -0.32
H 0.75 1.87 -0.89
H -0.60 0.95 1.56
H 1.76 0.09 2.10
H 2.92 -1.38 0.35
H 1.87 -1.04 -2.05
H -0.55 -0.89 -2.06
H -1.89 -1.61 1.26
```

Results
HOMO energy (alpha / beta) ... -7.6 / -7.6 eV
M ... 156.14 g mol⁻¹
Lowest unoccupied orbital energy (alpha / beta) ... -0.467 / -0.466 eV
E_tot ... -568.4394 Ha
Frontier orbital gap (alpha / beta) ... 7.148 / 7.149 eV

Atomic partial charges in e from the Mulliken method, atoms 1 to 8: N -0.273; C -0.417; C -0.547; C -0.144; C -0.528; C -0.347; C 0.427; O -0.479